A cluster of 10 separate species, C10H40N18O10 in total in a non-equilibrium geometry, computed with ωB97M-V/def2-TZVPD.

Results
SMILES string: NC(N)=O.NC(N)=O.NC(N)=O.NC(N)=O.NC(N)=O.NC(N)=O.NC(N)=O.NC(N)=O.NC(N)=O.CO
2S+1: 1
Lowest unoccupied orbital energy, eV: 0.061
Total charge: 0
Frontier orbital gap, eV: 9.30
Relative energy (zero: lowest compared OMol25 entry of this formula, charge and spin), kcal/mol: 39.3
HOMO energy, eV: -9.24
Energy, eV: -58324.5409

Each line ends with the Löwdin charge.
CARTESIAN COORDINATES (ANGSTROEM)
1 N 5.191 0.469 1.826  0.18
2 C 4.411 1.593 1.647  -0.60
3 N 5.061 2.609 1.070  0.19
4 O 3.201 1.611 1.942  -0.05
5 H 6.033 0.429 1.284  0.10
6 H 4.779 -0.393 2.127  0.08
7 H 6.054 2.553 0.941  0.11
8 H 4.737 3.557 1.209  0.12
9 N 2.913 3.967 3.320  0.14
10 C 1.816 4.742 3.135  -0.68
11 N 0.691 4.046 2.804  0.16
12 O 1.895 5.965 3.263  0.00
13 H 3.752 4.346 3.710  0.10
14 H 2.943 3.001 2.966  0.04
15 H -0.243 4.388 2.717  0.09
16 H 0.802 3.046 2.786  0.08
17 N -0.800 0.051 -0.746  0.19
18 C 0.497 -0.138 -0.412  -0.64
19 N 0.975 0.675 0.551  0.19
20 O 1.177 -1.026 -0.974  -0.04
21 H -1.200 0.921 -0.405  0.04
22 H -1.256 -0.747 -1.149  0.08
23 H 0.362 1.421 0.830  0.08
24 H 1.942 0.694 0.856  0.06
25 N -1.104 -3.193 -2.350  0.18
26 C -2.348 -3.737 -2.250  -0.67
27 N -3.042 -3.778 -3.417  0.16
28 O -2.858 -3.998 -1.157  0.00
29 H -0.555 -3.066 -3.176  0.09
30 H -0.680 -3.160 -1.436  0.08
31 H -2.561 -3.484 -4.247  0.10
32 H -3.963 -4.162 -3.501  0.11
33 N 2.478 -1.539 2.752  0.17
34 C 1.746 -2.070 3.755  -0.70
35 N 1.954 -3.384 4.056  0.15
36 O 1.042 -1.349 4.472  0.00
37 H 2.510 -0.544 2.607  0.07
38 H 3.155 -2.118 2.285  0.10
39 H 2.207 -3.923 3.244  0.10
40 H 1.512 -3.718 4.890  0.11
41 N -0.996 3.795 -3.753  0.15
42 C -1.580 2.603 -4.106  -0.68
43 N -2.221 1.985 -3.113  0.17
44 O -1.686 2.264 -5.295  -0.02
45 H -0.764 3.829 -2.773  0.09
46 H -0.494 4.340 -4.425  0.10
47 H -2.288 2.333 -2.169  0.05
48 H -2.756 1.154 -3.275  0.09
49 N -4.109 -0.894 -1.344  0.17
50 C -4.791 -0.130 -0.427  -0.67
51 N -4.527 -0.537 0.855  0.15
52 O -5.509 0.832 -0.662  0.01
53 H -4.193 -0.713 -2.327  0.10
54 H -3.626 -1.739 -1.082  0.06
55 H -3.856 -1.276 0.971  0.05
56 H -5.037 -0.119 1.608  0.10
57 N -3.422 3.395 1.538  0.18
58 C -2.618 2.458 0.990  -0.63
59 N -2.317 1.419 1.856  0.16
60 O -2.258 2.447 -0.190  -0.01
61 H -3.902 4.071 0.971  0.12
62 H -3.418 3.550 2.530  0.10
63 H -2.872 1.362 2.689  0.10
64 H -2.049 0.552 1.418  0.07
65 N 3.507 -3.092 -4.779  0.14
66 C 3.216 -2.994 -3.448  -0.69
67 N 2.136 -2.248 -3.123  0.15
68 O 3.944 -3.550 -2.618  -0.01
69 H 4.395 -3.430 -5.088  0.10
70 H 2.935 -2.552 -5.405  0.09
71 H 1.603 -1.802 -3.845  0.09
72 H 1.890 -2.063 -2.141  0.05
73 C -0.868 -2.564 1.417  -0.10
74 O -2.261 -2.379 1.126  -0.17
75 H -0.498 -2.631 0.396  0.05
76 H -0.427 -1.681 1.885  0.07
77 H -0.708 -3.378 2.121  0.09
78 H -2.797 -3.174 1.187  0.08